Here is C56H59GeN2OPS3SnTe as an isolated structure from OMol25. Energies are from the ωB97M-V functional and the def2-TZVPD basis.

The geometry in XYZ format:
```
125
Properties=species:S:1:pos:R:3:forces:R:3
H 6.028888 3.369265 -4.269171 0.00 0.00 0.00
C 3.407107 -0.011856 -2.455767 -0.11 0.03 0.00
C 2.732088 3.428790 -1.575112 -0.04 -0.10 -0.03
S -2.303581 0.666303 -4.367384 -0.02 -0.05 -0.02
H 1.171063 2.498921 -3.485464 0.00 -0.02 0.00
H 4.661280 4.475205 -1.567716 -0.02 0.00 -0.02
C 5.134492 2.100963 -5.749814 0.00 -0.01 0.01
C -1.762131 4.082980 -2.877504 0.02 0.03 0.00
C -3.298021 -3.450264 2.292491 0.00 -0.02 0.01
C 4.346029 0.978345 -5.967123 0.00 0.01 -0.01
H -0.640792 -4.288664 2.662719 0.00 0.00 0.01
H -1.222621 -7.231104 -2.103453 0.00 0.00 0.00
C -3.698757 -4.255014 3.339020 0.00 0.01 -0.01
C -1.740838 2.559248 3.122238 0.07 -0.06 0.11
O -2.178650 -1.552351 1.447248 -0.13 -0.05 -0.02
H -4.303755 3.881743 7.881711 0.00 0.00 0.00
C -0.988002 0.266490 -5.381050 0.03 -0.01 0.01
C 4.049052 0.699454 -3.580861 0.08 0.05 -0.01
H -1.521606 4.327189 -6.243946 0.00 0.00 0.00
H 0.422903 -3.926737 -1.480086 -0.06 0.00 -0.04
H -2.629039 -6.180046 -1.955144 -0.01 0.00 0.00
N -1.429069 0.342781 3.389780 -0.04 0.06 0.05
H 0.206587 -1.247628 -2.655088 0.01 0.00 -0.01
C -3.650253 4.425571 5.917855 0.01 -0.03 0.01
H -0.968498 0.584717 -6.410813 -0.01 0.01 -0.01
C -0.357424 -4.679040 -1.310214 0.00 0.00 0.00
H 5.141370 4.139414 0.780610 0.00 0.01 0.00
C -3.491380 -3.835939 4.646689 0.00 0.00 0.00
H 3.041593 -4.934094 2.325531 0.00 0.00 0.00
H -0.108525 4.857516 0.903938 0.01 0.01 0.00
H -2.099280 -6.717737 -3.546216 0.00 0.00 0.00
H -2.793420 4.983866 6.276486 0.01 0.00 0.00
H 1.107079 -3.550161 4.265878 0.00 0.00 0.00
H 1.195284 2.732897 1.583408 0.00 0.00 0.00
H -3.048193 4.899545 -4.377345 -0.01 0.00 0.00
C 3.962697 3.932439 -0.941806 0.03 0.04 0.02
H -1.746646 -4.794721 0.383782 0.02 -0.01 0.00
C -0.395143 -0.677077 -3.351325 0.00 0.01 0.03
H -4.169291 -5.207938 3.133367 0.00 -0.01 0.00
H 3.201753 -0.592670 -5.066131 0.00 0.00 -0.01
H 5.551281 2.645142 -6.587187 0.00 0.00 0.00
C 4.856537 -3.457303 -2.858619 0.01 -0.01 0.00
C -1.257392 4.071442 -5.225922 -0.01 0.00 0.00
H -2.443045 4.338884 -2.074143 0.00 0.01 0.00
H -3.373492 -0.351602 5.992213 -0.01 0.01 -0.01
S -2.818523 2.289827 1.750379 0.04 -0.03 -0.02
C 0.266047 3.065843 -3.654173 -0.02 -0.04 0.01
H 4.143222 0.642923 -6.976246 0.00 0.00 0.00
C -4.493383 3.798040 6.819292 0.00 0.00 0.00
H 0.577239 3.096970 -5.766235 0.00 0.00 -0.01
C -1.492907 -4.116715 -0.430780 -0.04 0.06 -0.06
Ge -0.889208 -2.369973 0.268927 0.03 -0.15 0.18
C 4.858823 1.814267 -3.376587 0.07 -0.04 0.04
C 5.396154 2.509343 -4.450401 0.00 0.01 -0.01
H 0.876839 -0.783997 -5.162954 0.04 -0.03 0.00
N -1.178367 1.643253 3.816649 -0.04 0.01 -0.06
H -6.659233 2.390663 4.633337 0.00 0.00 0.00
H 1.874796 0.102124 -0.967974 0.12 0.03 0.12
C -4.968644 3.593529 4.097176 -0.04 0.03 0.00
H 5.240383 -1.539807 -3.702412 -0.01 0.00 0.00
C 4.101536 -4.205565 -1.965519 0.00 0.02 0.00
P -0.206538 3.173406 -0.818108 -0.06 -0.15 -0.01
H 0.025085 -5.415070 -3.294936 0.00 -0.01 0.00
C 2.807024 -4.219781 3.119440 0.01 -0.01 0.00
H -6.237432 2.567980 7.065639 0.00 0.00 0.00
C -2.972374 -2.576129 4.868308 0.00 0.00 0.02
C -0.357847 4.872657 -0.156866 -0.10 0.01 0.02
H 0.305486 5.556788 -0.687850 0.00 -0.01 -0.01
H -3.348348 4.965431 2.557637 0.03 -0.03 -0.01
H 0.139103 -5.501762 -0.785438 0.02 0.01 0.01
C 1.595568 2.912528 -0.579353 0.03 0.12 -0.09
C -0.840495 -5.175560 -2.671273 0.00 0.01 -0.01
C -2.109604 4.398011 -4.180182 0.00 0.00 0.00
H -5.151512 3.506832 3.033342 0.00 0.00 0.01
C 4.210216 3.777104 0.364341 0.02 0.00 -0.04
H 2.394526 3.957520 -2.460474 0.03 0.00 -0.02
H -2.740835 6.017108 3.839389 -0.03 0.00 0.00
C -2.200709 -0.331368 4.159156 0.03 0.01 -0.01
C -2.577577 -1.725810 3.827453 -0.01 -0.04 0.04
C -0.039612 -0.440976 -4.707548 -0.01 0.03 -0.02
Te -2.720340 -0.386467 -1.267758 -0.08 0.11 0.05
C 2.537006 0.697248 -1.591494 -0.05 -0.12 -0.04
S -1.291436 4.213517 3.581731 0.00 0.01 -0.01
C -2.819972 0.332474 5.359758 0.01 0.01 0.01
C 1.334452 -4.302665 3.504167 0.01 0.00 0.01
C 3.610660 -1.441935 -2.295577 0.02 -0.08 -0.03
C -0.551898 3.444217 -2.591142 0.11 0.07 -0.02
C -0.080808 3.391495 -4.958434 0.00 0.01 0.01
H 0.301923 -1.945759 2.442195 0.02 0.00 -0.02
H 5.646348 -3.929094 -3.429165 0.00 -0.01 0.00
H -3.462871 -3.754649 1.268746 0.01 -0.01 -0.01
H 2.096597 -1.769384 -0.779193 -0.04 0.02 0.00
C -2.939613 4.979031 3.567182 -0.02 0.07 0.04
C 2.870213 -2.220073 -1.384189 -0.01 0.03 -0.01
H -2.857537 -2.240136 5.889279 0.00 0.00 0.00
H -2.054566 0.850217 5.938749 0.01 -0.01 0.01
C 0.383172 -4.110760 2.322251 -0.04 0.00 -0.01
C -5.816266 2.962407 4.999824 0.00 0.00 0.00
H 2.518811 -4.133418 -0.513050 0.04 0.00 0.00
H -1.387117 5.216695 -0.246207 -0.01 0.00 0.01
H 3.451865 -4.447857 3.968792 0.00 0.01 0.01
H 4.288799 -5.263568 -1.838646 0.00 0.00 0.00
C 3.200931 3.267398 1.272971 -0.04 -0.01 0.02
C 1.970504 2.947957 0.852893 0.00 0.00 0.03
C 0.481670 -2.722725 1.689938 0.00 0.04 -0.01
H -2.394153 -3.956549 -1.026591 -0.01 0.03 0.02
C 3.110789 -3.571287 -1.225859 0.02 -0.01 0.02
H 0.592381 -4.879694 1.568960 0.01 0.00 0.00
C 4.620021 -2.103983 -3.019681 0.00 0.02 -0.01
Sn -1.020265 0.733613 0.839438 0.04 -0.03 -0.18
C 3.815453 0.282571 -4.893425 -0.07 0.03 0.00
H -3.512592 1.102541 5.008003 0.00 0.02 0.00
H 1.482158 -2.543683 1.293117 0.01 0.00 -0.05
C -2.660444 -2.225553 2.514632 0.07 0.06 -0.04
C -1.606305 -0.134363 -3.021415 0.07 -0.04 0.03
H 5.093858 2.117564 -2.365526 -0.03 0.02 0.02
H -1.367805 -4.359269 -3.175539 0.01 0.00 0.00
C -3.878920 4.329283 4.547059 0.00 0.00 0.00
H 3.418388 3.253366 2.333014 0.00 -0.01 0.01
C -1.749721 -6.393169 -2.565692 -0.01 -0.01 0.01
H -3.765287 -4.465259 5.482139 0.00 0.00 0.00
C -5.579586 3.060846 6.361531 0.00 0.00 0.00
H 1.133676 -5.275205 3.962785 0.00 0.00 -0.01
C 2.353290 2.023097 -1.447155 0.00 0.09 0.10
H 3.077376 -3.225809 2.760916 0.00 0.00 0.00
```
Positions in Å, forces in eV/Å.

Output
M, g/mol: 1222.2
Energy relative to the best compared isomer or geometry (same formula, charge and spin), kcal/mol: 67.9
Gap between HOMO and LUMO (spin up / spin down), eV: 5.57 / 6.00
Total charge: 0
E, hartree: -6449.11963